No. 1
{"formula": "C36H27BrIrN3O5PS", "method": "ωB97M-V/def2-TZVPD", "symbols": ["Ir", "C", "C", "C", "C", "C", "C", "N", "N", "C", "C", "C", "C", "C", "N", "H", "H", "H", "H", "H", "H", "H", "H", "H", "O", "S", "O", "O", "C", "C", "C", "C", "C", "C", "P", "C", "C", "C", "C", "C", "C", "C", "C", "C", "C", "C", "C", "H", "H", "H", "H", "H", "H", "H", "H", "H", "H", "H", "H", "H", "H", "Br", "C", "C", "C", "C", "C", "C", "C", "O", "O", "H", "H", "H", "H"], "xyz": [[-1.374766, -0.441375, -0.006064], [-1.836149, 4.886288, 2.448359], [-2.013225, 3.951693, 3.466001], [-2.100121, 2.609396, 3.160026], [-1.999229, 2.204573, 1.829074], [-1.813646, 3.122817, 0.810182], [-1.739269, 4.470189, 1.126816], [-2.194124, 0.813217, 1.484210], [-2.903299, 0.260821, 2.304010], [-3.254244, -1.073448, 1.998499], [-4.180512, -1.695978, 2.764525], [-4.621059, -2.965430, 2.373243], [-4.104571, -3.537631, 1.233814], [-3.136952, -2.851442, 0.512318], [-2.732653, -1.641065, 0.905864], [-1.786123, 5.944107, 2.689114], [-2.090650, 4.274295, 4.498622], [-2.230394, 1.870528, 3.940805], [-1.804758, 2.800646, -0.220753], [-1.628048, 5.197485, 0.331621], [-4.567435, -1.182185, 3.637955], [-5.367370, -3.488830, 2.959487], [-4.427163, -4.512951, 0.894261], [-2.680604, -3.262553, -0.373669], [-0.688541, 1.190395, -3.837113], [-0.452864, 1.191288, -2.439814], [0.392620, 0.035880, -1.942545], [-1.632564, 1.206532, -1.493618], [0.617585, 2.451707, -1.900449], [0.791228, 3.654688, -2.550895], [1.778115, 4.509754, -2.073982], [2.566976, 4.138650, -0.989616], [2.357360, 2.931844, -0.325797], [1.361617, 2.077999, -0.772709], [0.982850, 0.481685, 0.014560], [1.037294, 0.795791, 1.791940], [1.200715, 2.080762, 2.319510], [1.417600, 2.245183, 3.677977], [1.414635, 1.146568, 4.531686], [1.188584, -0.128967, 4.025988], [0.992874, -0.306683, 2.666936], [2.307464, -0.700983, -0.253458], [3.422681, -0.249826, -0.964798], [4.472866, -1.116877, -1.226914], [4.407643, -2.435867, -0.803997], [3.289420, -2.892898, -0.114053], [2.240461, -2.032004, 0.161916], [0.195735, 3.900920, -3.425808], [1.948711, 5.459951, -2.567681], [3.361629, 4.793490, -0.653475], [2.988633, 2.660501, 0.512670], [1.178707, 2.953033, 1.685338], [1.587183, 3.242395, 4.072103], [1.577910, 1.286217, 5.595042], [1.188400, -0.988859, 4.687371], [0.825413, -1.304033, 2.295196], [3.481667, 0.771642, -1.316859], [5.340874, -0.757479, -1.769964], [5.228680, -3.113486, -1.015680], [3.227686, -3.929743, 0.200614], [1.370824, -2.422694, 0.663553], [1.153878, -5.545152, -6.443989], [0.486493, -4.491736, -5.046869], [1.373958, -3.818350, -4.221007], [0.883290, -3.059791, -3.171768], [-0.493121, -2.971129, -2.975226], [-1.371974, -3.627739, -3.826491], [-0.880891, -4.402113, -4.861118], [-1.022128, -2.179275, -1.887317], [-2.050541, -1.416813, -1.962982], [-0.468803, -2.178188, -0.716628], [2.439383, -3.898225, -4.393862], [1.565602, -2.521696, -2.519677], [-2.443939, -3.534397, -3.685244], [-1.553515, -4.935039, -5.519319]], "forces_ev_per_a": [[-1.272, 0.784, -0.873], [0.023, 0.122, -0.037], [0.035, 0.061, 0.005], [0.078, -0.260, 0.096], [0.257, 0.156, -0.273], [-0.018, 0.033, -0.213], [0.046, 0.132, 0.064], [0.977, 1.772, -1.213], [-1.517, -2.137, 1.084], [0.138, 0.864, 0.290], [-0.857, -0.500, 0.673], [-0.120, 0.247, 0.415], [0.164, -0.114, -0.347], [-0.067, -0.133, 0.209], [1.138, -0.455, -0.074], [0.001, -0.145, -0.036], [0.017, -0.035, -0.112], [0.006, 0.090, -0.038], [0.040, 0.047, 0.126], [-0.009, -0.025, 0.059], [0.005, -0.132, -0.103], [0.050, 0.063, -0.024], [0.011, 0.058, 0.001], [0.020, 0.007, 0.044], [-0.451, 0.339, 0.248], [0.844, -0.905, 0.052], [-0.108, 0.097, -0.621], [0.720, -0.598, 0.206], [0.098, 0.341, 0.165], [-0.037, -0.042, -0.036], [0.151, 0.101, 0.110], [-0.031, 0.061, -0.085], [0.140, 0.179, -0.047], [-0.333, 0.135, 0.042], [-0.080, -0.470, -0.104], [-0.171, -0.051, 0.325], [-0.055, -0.122, 0.168], [-0.037, 0.033, 0.140], [-0.004, 0.080, 0.014], [-0.053, -0.010, 0.003], [0.014, 0.300, 0.048], [0.010, -0.108, -0.309], [-0.015, -0.036, 0.002], [0.072, 0.046, -0.019], [0.032, -0.117, 0.018], [0.085, -0.026, -0.006], [0.119, 0.009, 0.075], [0.101, -0.052, 0.116], [0.012, -0.092, 0.047], [-0.044, -0.023, -0.030], [-0.017, 0.038, -0.111], [-0.111, -0.005, 0.055], [-0.045, -0.124, -0.025], [0.021, -0.012, -0.109], [-0.038, 0.098, -0.056], [0.067, -0.118, -0.093], [-0.004, -0.070, -0.032], [-0.104, -0.043, 0.067], [-0.102, 0.074, 0.023], [0.020, 0.129, -0.024], [0.008, 0.006, 0.008], [0.047, -0.051, -0.083], [0.139, -0.074, -0.099], [0.115, 0.178, 0.263], [0.274, -0.094, 0.065], [-0.116, -0.119, -0.092], [-0.293, -0.042, -0.296], [-0.324, -0.016, 0.047], [-0.548, 0.549, 0.794], [0.655, -0.322, 0.330], [0.281, 0.469, -0.836], [-0.055, 0.034, 0.004], [-0.103, -0.085, -0.063], [0.095, -0.001, 0.004], [0.013, 0.033, 0.018]], "mulliken_spin": [0.68, -0.01, 0.00, -0.01, 0.01, -0.01, 0.00, -0.07, 0.08, 0.00, 0.01, 0.01, 0.00, 0.02, -0.01, 0.00, 0.00, 0.00, 0.00, 0.00, 0.00, 0.00, 0.00, 0.01, 0.00, 0.01, -0.03, 0.03, 0.00, 0.00, 0.00, 0.00, 0.00, 0.01, -0.11, 0.07, 0.02, 0.01, 0.01, 0.00, 0.00, -0.01, 0.00, 0.00, 0.00, 0.00, 0.00, 0.00, 0.00, 0.00, 0.00, 0.00, 0.00, 0.00, 0.00, -0.01, 0.00, 0.00, 0.00, 0.00, 0.00, 0.00, 0.00, 0.00, 0.00, 0.00, 0.00, 0.00, -0.03, 0.23, 0.08, 0.00, 0.00, 0.00, 0.00], "total_charge": 2, "multiplicity": 2, "homo_lumo_gap_ev": [4.97, 4.73]}

=====

No. 2
{"formula": "C27H41CeN7O2S2", "method": "ωB97M-V/def2-TZVPD", "symbols": ["Ce", "C", "N", "C", "C", "C", "N", "C", "C", "C", "C", "C", "C", "C", "O", "C", "C", "C", "N", "C", "C", "C", "C", "C", "C", "C", "O", "H", "H", "H", "H", "H", "H", "H", "H", "H", "H", "H", "H", "H", "H", "H", "H", "H", "H", "H", "H", "H", "H", "H", "H", "H", "C", "N", "C", "C", "S", "N", "C", "C", "H", "H", "H", "H", "H", "H", "H", "H", "H", "H", "H", "H", "N", "C", "N", "S", "H", "H", "H", "H"], "xyz": [[0.346646, 0.345626, 0.066878], [-0.616925, 0.448659, 3.359038], [-0.906989, 1.377226, 2.291612], [-2.399106, 1.589418, 2.168095], [-3.072055, 0.375226, 1.497745], [-3.135393, 0.592377, -0.042697], [-1.956248, 1.242448, -0.530077], [-2.151174, 2.335685, -1.190873], [-1.141263, 3.165907, -1.855021], [-1.574895, 4.357662, -2.455245], [-0.705057, 5.090248, -3.212396], [0.642576, 4.723431, -3.373228], [1.075542, 3.498867, -2.825265], [0.208919, 2.771377, -2.019163], [0.649180, 1.671314, -1.459104], [-0.289162, 2.690594, 2.722123], [-0.052334, 3.584026, 1.525368], [1.348824, 3.431756, 0.995266], [1.798781, 2.018384, 1.162237], [2.975671, 1.817890, 1.632212], [3.473853, 0.567661, 2.196231], [4.681799, 0.564725, 2.870047], [5.102429, -0.549916, 3.581774], [4.229674, -1.607203, 3.677788], [2.969064, -1.624176, 3.108867], [2.588924, -0.572648, 2.267446], [1.409926, -0.628431, 1.619603], [-1.024975, 0.802632, 4.285082], [0.456316, 0.324243, 3.469844], [-1.104269, -0.452453, 3.152655], [-2.630633, 2.530778, 1.637452], [-2.785122, 1.776853, 3.167019], [-4.069022, 0.290876, 1.893893], [-2.536367, -0.546705, 1.713592], [-4.026479, 1.165956, -0.368103], [-3.165413, -0.366732, -0.530009], [-3.199198, 2.709805, -1.284212], [-2.654469, 4.613001, -2.340157], [-0.978567, 6.018322, -3.706284], [1.352617, 5.335395, -3.914869], [2.101190, 3.153167, -2.962292], [0.609168, 2.529189, 3.267313], [-0.999263, 3.158155, 3.437830], [-0.221953, 4.626783, 1.849689], [-0.799197, 3.407186, 0.755777], [1.992770, 4.111272, 1.591946], [1.431900, 3.734918, -0.024255], [3.713761, 2.622554, 1.776217], [5.269624, 1.437257, 2.849792], [6.005058, -0.683165, 4.123127], [4.588071, -2.458409, 4.244538], [2.349469, -2.522105, 3.184182], [-1.099368, -1.164939, -2.931975], [-1.720007, -2.442227, -2.577159], [-2.747248, -2.807999, -3.536518], [-1.665063, -3.059354, -1.386591], [-0.887490, -2.221605, -0.061802], [-2.133160, -4.318666, -1.186594], [-1.874090, -5.329458, -2.222670], [-2.342658, -4.758099, 0.190862], [-1.093921, -1.055540, -4.013749], [-0.040473, -1.140294, -2.615251], [-1.569363, -0.338256, -2.377300], [-3.186464, -1.920925, -3.944727], [-3.544359, -3.319429, -2.972824], [-2.374717, -3.376718, -4.361986], [-1.218388, -4.928039, -2.966870], [-2.833513, -5.697891, -2.662465], [-1.308540, -6.159232, -1.762315], [-2.852595, -3.970300, 0.700058], [-1.399976, -4.848993, 0.696436], [-2.925571, -5.683783, 0.230397], [2.437102, -2.914300, -0.134828], [2.841359, -2.364372, -1.271087], [3.517895, -3.107731, -2.141201], [2.527663, -0.740168, -1.671201], [2.667790, -3.835356, 0.198902], [1.967931, -2.352216, 0.545190], [3.670333, -4.099968, -1.921080], [4.010662, -2.641049, -2.890683]], "forces_ev_per_a": [[0.094, -0.360, 0.835], [0.323, 0.465, 0.412], [0.227, 1.609, -0.545], [0.520, -0.366, 0.062], [0.341, 1.221, -0.686], [-0.855, -0.232, 0.734], [0.644, 1.168, -0.869], [0.220, 0.202, 0.020], [-0.148, -0.293, 0.134], [-1.061, -0.603, 0.111], [1.041, 1.354, -0.634], [-0.353, -1.597, 0.708], [0.081, 1.343, -0.186], [-0.702, 0.888, -1.010], [0.146, -0.868, 0.431], [-2.076, 0.038, -0.438], [-0.550, 0.813, 0.474], [1.137, -0.003, 0.974], [0.276, 0.757, -0.300], [0.523, -0.291, 0.500], [-2.028, -0.793, -0.630], [0.151, -0.921, 0.321], [-0.976, 0.186, -0.403], [0.031, -0.722, 0.426], [-0.171, -0.221, -0.996], [0.856, 0.210, 0.869], [0.687, -0.007, -0.295], [-0.248, 0.373, 0.790], [-0.159, -0.144, 0.010], [-0.374, -1.747, -0.199], [0.399, -0.497, -0.076], [-0.098, -0.266, 0.336], [-0.451, -0.240, 0.039], [-0.008, -0.031, 0.083], [0.241, -0.298, 0.439], [-0.294, -0.586, -0.165], [0.709, -0.204, 0.004], [1.058, 0.050, -0.224], [-0.388, -0.151, 0.235], [-0.230, 0.020, -0.115], [-0.307, 0.041, 0.095], [0.768, -0.380, 0.359], [0.320, -0.173, -0.328], [0.244, -0.316, -0.344], [-0.109, -0.136, -0.058], [-0.037, -0.520, -0.339], [0.047, 0.156, -0.788], [-0.580, 0.241, -0.135], [0.734, 0.986, -0.098], [0.868, 0.599, 0.101], [-0.315, -0.122, 0.025], [0.023, 0.421, 0.087], [1.260, -0.046, 1.363], [-0.352, -0.372, -0.279], [-1.004, -0.576, 0.894], [0.797, 0.837, 0.338], [-0.333, -0.380, -0.086], [0.456, 1.088, -0.688], [-0.869, -0.829, 0.526], [-0.092, -0.160, -0.390], [-0.308, 0.142, 0.132], [-0.319, -0.259, -0.205], [-0.251, -0.114, -0.616], [-0.187, 0.645, -0.138], [0.282, -0.132, -0.591], [0.202, -0.626, -0.393], [0.113, 0.320, -0.578], [0.923, 0.165, 0.247], [-0.493, 0.215, -0.082], [-0.627, 0.299, 0.412], [0.554, -0.488, 0.260], [0.199, 0.246, -0.196], [-0.059, -0.258, 0.277], [0.167, 0.001, 0.107], [0.113, -0.934, 0.350], [-0.393, 0.390, 0.337], [0.273, -0.160, -0.432], [-0.302, 0.416, 0.132], [0.231, 0.856, -0.473], [-0.172, -0.341, 0.020]], "lowdin_charge": [0.81, -0.07, -0.24, -0.15, -0.11, -0.21, -0.09, -0.05, -0.13, -0.02, -0.06, -0.01, 0.02, -0.33, -0.28, -0.15, -0.14, -0.15, -0.04, -0.03, -0.11, 0.00, -0.04, -0.06, 0.00, -0.29, -0.34, 0.11, 0.09, 0.08, 0.13, 0.13, 0.12, 0.07, 0.13, 0.09, 0.15, 0.14, 0.12, 0.12, 0.13, 0.12, 0.14, 0.14, 0.09, 0.14, 0.10, 0.15, 0.11, 0.11, 0.12, 0.13, -0.04, -0.17, -0.03, -0.60, 0.77, -0.19, -0.02, -0.07, 0.11, 0.04, 0.08, 0.09, 0.11, 0.10, 0.08, 0.12, 0.11, 0.07, 0.07, 0.11, 0.14, -0.85, 0.12, 0.75, 0.13, 0.03, 0.14, 0.11], "total_charge": 2, "multiplicity": 1, "homo_lumo_gap_ev": 7.06}

=====

No. 3
{"formula": "CH6NO2", "method": "ωB97M-V/def2-TZVPD", "symbols": ["N", "C", "O", "H", "H", "H", "H", "H", "H", "O"], "xyz": [[-1.137058, -0.695873, -0.211060], [-0.162446, -0.670586, 0.863967], [0.930248, 0.117529, 0.683971], [-0.663532, -1.052569, -1.024661], [-1.430779, 0.242378, -0.454896], [0.165882, -1.719327, 1.038646], [-0.691313, -0.481530, 1.827656], [0.662218, 1.198482, -0.238100], [1.624416, 1.393435, -1.289444], [0.702367, 1.668065, -1.196076]], "forces_ev_per_a": [[-0.811, -0.427, -0.035], [1.083, -0.318, 1.100], [-0.252, 0.169, 0.443], [0.155, 0.075, -0.340], [0.208, 0.108, 0.063], [-0.154, -0.213, -0.401], [-0.308, 0.480, -0.237], [-0.278, -0.374, -0.550], [-0.093, 0.186, -0.551], [0.450, 0.314, 0.507]], "lowdin_charge": [-0.02, -0.57, -0.33, 0.04, 0.04, 0.07, 0.07, -0.03, -0.02, -0.24], "total_charge": -1, "multiplicity": 1, "homo_lumo_gap_ev": 8.09}

=====

No. 4
{"formula": "C3H3NO2S2", "method": "ωB97M-V/def2-TZVPD", "symbols": ["O", "C", "O", "C", "N", "S", "C", "S", "H", "H", "H"], "xyz": [[-2.060403, 2.143651, 0.019754], [-1.363885, 1.119766, -0.146983], [-0.012390, 1.061363, -0.334715], [0.399825, -0.326611, -0.126106], [1.652023, -0.570215, -0.375437], [2.853892, 0.610272, 0.072023], [-0.581995, -1.412023, 0.061504], [-2.145565, -0.391618, 0.003552], [2.098181, 1.697625, 0.395018], [-0.289199, -1.597090, 1.104341], [-0.550484, -2.335120, -0.672946]], "forces_ev_per_a": [[2.922, -2.780, -1.089], [-2.166, 3.800, 1.201], [-1.174, -1.943, 1.398], [4.688, 1.503, -4.143], [-1.788, 0.846, 2.536], [-0.607, -0.215, -0.765], [-1.012, 0.371, -0.492], [-0.211, -2.151, 0.110], [0.152, -0.406, -0.227], [-0.943, -1.155, -0.142], [0.138, 2.132, 1.614]], "lowdin_charge": [0.02, -0.79, 0.00, -0.49, -0.29, 0.73, -0.32, 1.04, -0.13, 0.10, 0.15], "multiplicity": 1, "smiles": "O=C1O/C(=N\\S)CS1", "homo_lumo_gap_ev": 9.07}

=====

No. 5
{"formula": "C7H10", "method": "ωB97M-V/def2-TZVPD", "symbols": ["C", "C", "C", "C", "C", "C", "C", "H", "H", "H", "H", "H", "H", "H", "H", "H", "H"], "xyz": [[-1.733826, 0.540225, -0.021090], [-0.933816, -0.713608, -0.334598], [0.255330, -0.736087, -1.238939], [1.133332, 0.501629, -1.044097], [1.381301, 0.828966, 0.415404], [0.904524, -0.058664, 1.284240], [0.153414, -1.189553, 0.654769], [-2.269666, 0.865046, -0.920344], [-2.482349, 0.336295, 0.752811], [-1.111070, 1.369705, 0.321096], [-1.615651, -1.540014, -0.561026], [0.883704, -1.684016, -0.110562], [0.598525, 1.330344, -1.541934], [2.083391, 0.394453, -1.583286], [1.910719, 1.734282, 0.703630], [1.015531, 0.016463, 2.361784], [-0.139228, -2.040209, 1.271387]], "forces_ev_per_a": [[0.042, 0.071, -0.015], [-0.070, -0.045, -0.065], [-0.065, 0.222, 0.119], [0.049, -0.087, -0.010], [-0.085, -0.116, 0.127], [0.062, 0.121, -0.169], [-0.042, 0.005, 0.173], [0.074, -0.055, 0.123], [0.111, 0.019, -0.107], [-0.090, -0.108, -0.051], [0.118, 0.118, 0.033], [0.074, -0.027, 0.014], [0.032, -0.101, 0.052], [-0.159, 0.014, 0.082], [-0.091, -0.133, -0.028], [-0.010, -0.001, -0.158], [0.051, 0.104, -0.120]], "lowdin_charge": [-0.06, -0.39, 0.01, -0.22, -0.11, -0.10, -0.18, 0.08, 0.08, 0.07, 0.12, 0.13, 0.12, 0.10, 0.10, 0.11, 0.13], "multiplicity": 1, "homo_lumo_gap_ev": 8.83}

=====

Calculated energy above the lowest of the compared OMol25 structures with the same formula, charge and spin in order - 73.8; 0.0; 6.7; 37.2; 95.5 kcal/mol
Calculated maximum force in order - 2.836; 2.267; 1.576; 6.434; 0.260 eV/Å
Calculated E_tot in order - -5345.78652; -2858.34975; -246.93855; -1117.66681; -272.56576 a.u.